{"formula": "C24H35N8O4PRbS", "method": "ωB97M-V with the def2-TZVPD basis set", "homo_energy_ev": -4.4, "charge": -1, "de_lowest_kcal_mol": 6.1, "energy_ev": -66350.720, "gap_ev": 6.671, "e_lumo_ev": 2.25, "symbols": ["Rb", "O", "C", "N", "C", "C", "C", "C", "C", "C", "N", "C", "C", "C", "C", "C", "N", "H", "H", "H", "H", "H", "H", "H", "H", "H", "H", "O", "C", "C", "C", "C", "C", "C", "N", "H", "H", "H", "H", "H", "H", "H", "O", "S", "N", "C", "N", "C", "P", "O", "N", "C", "C", "N", "C", "C", "H", "H", "H", "H", "H", "H", "H", "H", "H", "H", "H", "H", "H", "H", "H", "H", "H", "H"], "positions_angstrom": [[0.9807, -0.5749, -0.7195], [5.0237, 1.8921, 1.1657], [4.1426, 1.2337, 0.5590], [2.9077, 0.9758, 0.9193], [2.5788, 1.4680, 2.2202], [1.2996, 0.8845, 2.7694], [0.6886, 1.4841, 3.8779], [-0.4580, 0.9282, 4.4088], [-0.9826, -0.2148, 3.8165], [-0.3211, -0.7370, 2.7167], [0.7911, -0.2088, 2.2109], [4.5286, 0.6530, -0.7977], [5.5676, 1.2525, -1.5091], [5.9020, 0.7617, -2.7572], [5.2008, -0.3246, -3.2609], [4.2001, -0.8769, -2.4747], [3.8740, -0.4118, -1.2704], [2.4861, 2.5677, 2.2582], [3.3753, 1.2459, 2.9523], [1.1252, 2.3789, 4.3060], [-0.9402, 1.3767, 5.2700], [-1.8804, -0.6930, 4.1873], [-0.6970, -1.6150, 2.1980], [6.0728, 2.0881, -1.0457], [6.6969, 1.2218, -3.3334], [5.4115, -0.7406, -4.2375], [3.6160, -1.7218, -2.8284], [-1.3372, -2.9234, 0.0390], [-0.9175, -4.2079, -0.3214], [0.5743, -4.4611, -0.1905], [1.0507, -5.7732, -0.2242], [2.4135, -5.9919, -0.1682], [3.2632, -4.8968, -0.0771], [2.6995, -3.6331, -0.0392], [1.3854, -3.4203, -0.0918], [-1.4069, -2.3982, -0.7942], [-1.1975, -4.4251, -1.3606], [-1.4414, -4.9355, 0.3102], [0.3501, -6.5965, -0.2987], [2.8110, -6.9993, -0.1971], [4.3379, -5.0104, -0.0363], [3.3199, -2.7437, 0.0218], [1.0535, -2.0389, -3.1813], [-0.3345, -1.6082, -3.5194], [-1.4370, -1.6920, -2.5513], [-3.6842, 3.6149, -1.7678], [-2.6329, 2.6255, -1.7028], [-2.1412, 2.1534, -2.9833], [-2.3503, 1.7686, -0.3066], [-1.0736, 1.0403, -0.3874], [-2.3645, 2.8044, 0.9813], [-3.5243, 3.2484, 1.7159], [-1.1225, 3.4789, 1.3289], [-3.6905, 0.8086, -0.0514], [-3.6092, -0.0813, 1.0996], [-4.2785, 0.1595, -1.2196], [-3.3623, 4.4614, -2.3826], [-3.9105, 3.9910, -0.7718], [-4.6116, 3.2180, -2.2039], [-1.6523, 2.9720, -3.5196], [-2.9519, 1.7624, -3.6103], [-1.4259, 1.3502, -2.8180], [-4.4045, 2.6926, 1.3979], [-3.7189, 4.3192, 1.5643], [-3.3713, 3.0873, 2.7886], [-0.2866, 2.9805, 0.8422], [-0.9652, 3.4237, 2.4089], [-1.1459, 4.5330, 1.0277], [-3.1193, 0.4238, 1.9316], [-3.0322, -0.9845, 0.8704], [-4.6184, -0.3697, 1.4062], [-4.4441, 0.8811, -2.0177], [-5.2472, -0.2591, -0.9365], [-3.6375, -0.6420, -1.6056]], "forces_ev_per_angstrom": [[0.39, -0.02, 0.33], [0.07, 0.02, -0.03], [-0.14, -0.03, 0.06], [0.06, -0.08, -0.14], [0.07, 0.05, 0.15], [-0.02, 0.08, 0.08], [-0.02, -0.03, -0.01], [0.01, -0.01, -0.02], [-0.02, -0.07, -0.06], [-0.08, 0.02, 0.08], [0.02, -0.04, 0.00], [0.05, 0.01, 0.03], [-0.05, -0.02, 0.05], [0.03, 0.03, 0.02], [-0.07, -0.07, 0.01], [0.10, -0.02, -0.06], [0.02, 0.12, -0.06], [0.02, -0.02, -0.05], [-0.01, 0.03, -0.03], [0.01, 0.00, 0.00], [0.00, 0.00, 0.00], [-0.01, 0.03, 0.02], [-0.03, -0.01, 0.02], [0.02, 0.00, -0.02], [0.00, -0.01, -0.01], [0.02, 0.02, 0.00], [0.01, 0.01, -0.02], [-0.01, 0.09, -0.03], [-0.06, -0.05, 0.03], [-0.04, -0.07, -0.03], [-0.02, 0.07, 0.01], [0.00, 0.03, 0.00], [0.02, 0.01, 0.01], [0.03, -0.02, 0.00], [-0.04, 0.03, 0.04], [0.05, 0.00, -0.12], [0.02, 0.01, 0.00], [0.02, 0.00, -0.02], [0.01, -0.02, 0.00], [0.00, 0.00, 0.00], [0.00, -0.03, 0.00], [0.00, 0.01, 0.02], [-0.34, 0.04, -0.14], [-0.02, -0.20, -0.22], [0.15, -0.06, 0.11], [0.02, 0.02, -0.03], [-0.10, 0.04, 0.20], [0.06, -0.10, 0.02], [-0.16, -0.24, 0.06], [0.07, 0.25, -0.18], [-0.07, 0.02, -0.01], [-0.09, 0.02, -0.03], [-0.01, -0.03, -0.01], [-0.16, 0.43, -0.02], [0.10, -0.12, 0.06], [0.10, -0.14, -0.06], [0.00, -0.01, 0.00], [-0.01, 0.01, 0.00], [0.02, -0.02, 0.00], [0.01, -0.01, -0.01], [0.00, 0.01, 0.01], [0.00, 0.03, -0.06], [0.02, -0.01, 0.03], [0.04, -0.01, 0.01], [-0.02, 0.00, 0.01], [0.01, 0.02, 0.01], [0.01, 0.01, 0.00], [0.01, 0.00, 0.01], [-0.01, 0.01, 0.00], [-0.03, -0.01, 0.02], [0.00, -0.01, 0.00], [0.00, 0.03, 0.02], [0.01, 0.00, 0.01], [-0.05, -0.01, -0.02]]}

---

{"formula": "C15H27F3N3O10P", "method": "ωB97M-V with the def2-TZVPD basis set", "homo_energy_ev": -8.0, "charge": 0, "de_lowest_kcal_mol": 58.2, "energy_ev": -58378.087, "gap_ev": 8.192, "smiles": "CN(C)P(=O)(N(C)C)N(C)C.O=C1OC[C@@H](F)O1.O=C1OC[C@@H](F)O1.O=C1OC[C@@H](F)O1", "e_lumo_ev": 0.19, "symbols": ["C", "N", "C", "P", "O", "N", "C", "C", "N", "C", "C", "H", "H", "H", "H", "H", "H", "H", "H", "H", "H", "H", "H", "H", "H", "H", "H", "H", "H", "O", "C", "O", "C", "C", "F", "O", "H", "H", "H", "O", "C", "O", "C", "C", "F", "O", "H", "H", "H", "O", "C", "O", "C", "C", "F", "O", "H", "H", "H"], "positions_angstrom": [[21.4036, 12.7232, 17.5069], [20.9311, 13.1963, 18.7810], [21.5307, 12.4986, 19.9795], [19.6936, 14.2967, 19.0595], [19.5216, 15.1965, 17.9233], [18.3490, 13.3406, 19.3512], [16.9442, 13.8477, 19.1782], [18.3529, 11.9436, 19.8788], [20.0315, 15.1277, 20.6091], [21.4179, 15.5214, 20.9438], [18.9339, 15.8265, 21.3902], [21.7214, 11.6859, 17.6125], [22.2404, 13.3467, 17.1921], [20.5988, 12.8795, 16.7885], [21.6467, 11.4548, 19.6877], [20.8297, 12.5190, 20.8140], [22.5614, 12.8047, 20.1586], [16.2973, 12.9745, 19.2627], [16.5897, 14.4554, 20.0108], [16.8792, 14.2827, 18.1809], [17.5202, 11.3199, 19.5536], [19.2719, 11.4852, 19.5136], [18.2969, 12.0900, 20.9574], [21.6569, 16.1332, 20.0739], [21.4943, 16.1407, 21.8376], [22.1431, 14.7104, 20.8775], [19.3007, 16.8281, 21.6147], [18.9095, 15.2332, 22.3042], [17.9953, 15.8985, 20.8407], [16.8797, 6.0205, 11.3776], [17.9106, 5.4288, 11.7975], [18.8821, 4.9749, 10.9909], [19.9371, 4.3937, 11.8686], [19.3679, 4.4530, 13.3219], [20.2101, 5.0867, 14.2141], [18.3005, 5.3152, 13.1263], [20.2051, 3.3692, 11.6106], [20.8898, 4.9219, 11.8311], [19.1726, 3.4762, 13.7643], [20.0674, 13.1195, 8.2354], [19.5502, 12.5829, 9.1609], [20.2250, 11.8664, 10.1125], [19.3048, 11.2416, 10.9082], [17.9880, 11.8703, 10.6583], [17.9220, 12.9222, 11.4690], [18.1799, 12.3753, 9.3370], [19.3702, 10.2040, 10.5810], [19.5481, 11.3940, 11.9597], [17.0299, 11.3529, 10.7095], [24.4241, 8.6474, 11.1062], [24.9618, 8.3158, 10.0188], [24.9181, 9.0153, 8.9247], [25.4157, 8.2151, 7.9054], [26.0814, 7.0041, 8.5315], [27.3370, 7.3209, 8.5357], [25.6272, 7.1034, 9.8327], [24.5865, 7.8277, 7.3135], [26.0769, 8.8828, 7.3530], [26.0215, 5.9677, 8.1992]], "forces_ev_per_angstrom": [[-0.28, 1.14, -0.18], [0.08, -0.04, 3.52], [-0.46, -0.27, -1.88], [0.40, -0.23, 1.91], [-0.40, 0.59, -0.63], [-1.86, -0.44, -0.45], [1.16, -0.79, 0.11], [1.00, 1.69, 0.00], [-0.75, -1.70, -1.06], [-0.78, 0.61, -2.18], [2.04, -1.15, -0.70], [-0.19, -0.02, -0.29], [0.27, -0.23, -0.28], [0.15, -0.39, -0.25], [-0.21, -0.30, 0.09], [0.55, 0.38, 0.18], [-0.17, 0.45, 0.47], [-0.01, -0.03, -0.48], [0.23, 0.61, -0.23], [-0.36, 0.37, 0.34], [-0.11, 0.45, -0.27], [-0.05, -0.23, 0.53], [0.26, -0.93, 0.28], [0.85, 0.66, 0.25], [-0.12, -0.40, 0.07], [-0.29, -0.11, 0.69], [-0.23, 0.11, 0.00], [-0.87, 0.39, 0.26], [0.16, -0.22, 0.16], [4.37, -2.82, 2.27], [-2.91, 3.03, -1.29], [1.22, -1.11, 1.64], [0.15, -0.37, 0.37], [1.05, 1.00, -1.33], [-0.07, -0.33, -0.61], [-2.16, -0.19, -0.32], [-0.65, 0.01, -0.47], [-0.37, 0.64, -0.24], [-0.61, 0.17, -0.02], [-0.63, 0.10, 0.74], [0.05, -1.17, -0.76], [0.40, 2.38, -1.46], [0.01, -2.62, 1.58], [0.03, 0.40, -2.02], [-0.61, 1.65, 1.33], [0.70, 0.43, 0.07], [-0.51, -0.37, 0.66], [0.17, -0.38, -0.03], [0.40, -0.43, -0.12], [2.41, -1.48, -4.25], [-2.20, 0.00, 5.94], [-0.23, 0.22, 0.32], [-0.96, -0.60, -2.79], [-1.36, 1.08, 0.56], [4.56, 0.16, 0.09], [-1.41, 0.56, 1.35], [-0.18, 0.55, -0.40], [0.13, -0.73, -0.39], [-0.77, 0.23, -0.42]]}

---

- The highest charge belongs to which entry?
  C15H27F3N3O10P

---

- Among the records above, which one has the highest charge?
  C15H27F3N3O10P